1.
{
  "formula": "C21H56O19",
  "method": "the ωB97M-V functional and the def2-TZVPD basis",
  "total_energy_ha": -2263.16055,
  "orbital_gap_ev": 10.11,
  "lumo_ev": 0.27,
  "symbols": ["O", "H", "H", "C", "C", "C", "O", "C", "O", "O", "H", "H", "H", "H", "H", "H", "C", "C", "C", "O", "C", "O", "O", "H", "H", "H", "H", "H", "H", "C", "C", "C", "O", "C", "O", "O", "H", "H", "H", "H", "H", "H", "C", "O", "H", "H", "H", "H", "C", "O", "H", "H", "H", "H", "C", "O", "H", "H", "H", "H", "C", "O", "H", "H", "H", "H", "C", "O", "H", "H", "H", "H", "C", "O", "H", "H", "H", "H", "C", "O", "H", "H", "H", "H", "C", "O", "H", "H", "H", "H", "C", "O", "H", "H", "H", "H"],
  "xyz": [[-5.860, -2.003, -1.068], [-5.727, -2.871, -0.686], [-4.976, -1.679, -1.239], [0.946, 0.770, -0.274], [0.048, 0.352, -1.519], [0.248, -0.990, -2.096], [-1.042, -1.560, -2.097], [-1.916, -0.790, -1.458], [-3.091, -1.048, -1.332], [-1.245, 0.314, -0.970], [0.825, 0.062, 0.545], [0.767, 1.815, -0.022], [2.010, 0.741, -0.507], [0.044, 1.132, -2.280], [1.000, -1.538, -1.529], [0.620, -0.851, -3.112], [1.203, -1.429, 4.417], [0.318, -0.371, 3.753], [-0.723, 0.294, 4.633], [-0.477, 1.662, 4.385], [0.591, 1.891, 3.593], [1.014, 2.992, 3.172], [1.125, 0.690, 3.260], [1.847, -1.880, 3.663], [0.687, -2.216, 4.967], [1.784, -0.832, 5.119], [-0.124, -0.828, 2.867], [-0.733, 0.105, 5.706], [-1.737, -0.055, 4.436], [-3.623, 1.559, 1.126], [-4.152, 0.697, 2.218], [-5.270, -0.254, 1.918], [-4.858, -1.551, 2.370], [-3.537, -1.494, 2.627], [-2.785, -2.339, 3.006], [-3.102, -0.243, 2.385], [-4.306, 2.382, 0.914], [-3.445, 1.081, 0.163], [-2.660, 2.011, 1.366], [-4.427, 1.161, 3.165], [-5.374, -0.422, 0.846], [-6.256, 0.083, 2.238], [1.838, 4.914, -0.044], [1.705, 4.024, -1.105], [2.735, 4.644, 0.512], [1.880, 5.952, -0.374], [0.972, 4.810, 0.610], [0.777, 3.932, -1.333], [-0.526, -4.940, -2.253], [0.620, -4.570, -1.522], [-1.379, -5.126, -1.601], [-0.810, -4.058, -2.827], [-0.358, -5.754, -2.959], [0.479, -3.736, -1.069], [-3.778, -4.672, -0.187], [-5.158, -4.602, -0.430], [-3.350, -5.538, -0.691], [-3.329, -3.752, -0.561], [-3.561, -4.776, 0.876], [-5.609, -5.338, -0.008], [3.723, -0.285, -3.124], [4.338, -1.043, -4.136], [3.703, 0.789, -3.309], [2.675, -0.580, -3.067], [4.292, -0.441, -2.209], [4.459, -1.940, -3.814], [-1.885, 3.568, -1.222], [-0.839, 4.358, -1.901], [-1.629, 3.300, -0.197], [-2.811, 4.142, -1.243], [-2.105, 2.662, -1.788], [-1.250, 4.797, -2.650], [-1.139, 1.532, -5.183], [0.278, 1.572, -5.109], [-1.513, 2.312, -4.519], [-1.485, 1.805, -6.180], [-1.428, 0.529, -4.870], [0.689, 0.961, -5.724], [3.173, -2.212, 0.504], [3.974, -2.717, 1.593], [2.287, -1.710, 0.894], [3.638, -1.370, -0.009], [2.803, -2.942, -0.216], [4.195, -1.991, 2.180], [4.274, 0.540, 2.196], [4.707, -0.538, 3.048], [4.563, 0.296, 1.174], [3.186, 0.613, 2.224], [4.705, 1.502, 2.473], [4.541, -0.310, 3.965], [5.202, 2.819, -0.483], [3.982, 2.287, -0.839], [5.457, 3.660, -1.128], [5.318, 3.126, 0.557], [5.845, 1.979, -0.746], [3.302, 2.965, -0.847]],
  "forces_ev_per_a": [[-0.4, 0.7, 0.0], [0.0, -0.6, 0.1], [0.3, 0.1, -0.2], [0.3, -0.4, -1.8], [1.4, 2.5, 2.5], [1.2, 0.1, -0.7], [-0.2, -1.2, -0.4], [-0.4, 0.8, 0.7], [1.6, 0.6, 0.1], [-2.9, -1.2, -0.2], [-0.5, 0.2, 0.1], [-0.3, -0.2, 0.3], [0.1, 0.0, -0.4], [0.3, 0.1, -0.1], [-0.4, -0.6, 0.1], [-0.2, -0.5, -0.1], [0.2, 1.0, 0.0], [-0.2, -2.1, -0.2], [-0.2, -0.7, 0.4], [-0.5, 1.9, -0.1], [1.0, 2.1, -1.5], [-1.7, -4.0, 1.8], [0.4, 1.1, 0.1], [0.1, 0.0, 0.1], [-0.3, 0.2, -0.2], [0.4, -0.4, 0.2], [-0.4, 0.1, 0.0], [1.2, 0.1, 0.2], [-0.1, 0.6, -1.0], [-0.5, 1.7, -0.8], [0.3, -1.1, -0.1], [-1.2, -0.3, -2.6], [0.2, -0.2, 1.2], [0.0, 0.9, -0.1], [-0.6, -0.6, -0.1], [1.3, -0.3, 1.1], [-0.1, 0.2, 0.1], [-0.3, -0.7, 0.3], [-0.1, -0.1, 0.5], [0.7, 0.6, 0.1], [-0.1, 0.4, -0.2], [0.2, -0.5, 0.7], [-0.5, 0.2, 0.7], [0.8, -0.8, -0.6], [0.0, 0.2, 0.1], [0.2, 0.1, -0.1], [0.1, 0.1, 0.4], [-0.2, 0.3, -0.4], [-0.8, 1.5, -0.2], [1.0, -0.7, 0.2], [0.1, -0.5, 0.0], [-0.3, -0.1, -0.5], [0.4, -0.1, 0.4], [-0.3, -0.1, -0.1], [0.4, -0.3, 0.3], [-0.7, 0.1, -0.1], [0.2, 0.0, -0.2], [0.0, -0.1, 0.0], [0.1, 0.2, 0.1], [0.0, 0.0, 0.0], [-0.1, -0.1, 0.4], [0.3, 0.2, -0.9], [0.4, -0.1, -0.5], [-0.1, -0.1, 0.6], [-0.5, 0.1, 0.4], [0.0, 0.0, 0.0], [-0.1, 0.7, -1.3], [-1.0, -1.0, 1.1], [0.4, 0.3, -0.2], [0.0, 0.1, 0.4], [0.3, -0.2, 0.1], [0.1, 0.0, 0.0], [0.7, -0.1, -0.1], [0.5, 0.5, 0.4], [0.0, -0.3, 0.2], [-0.2, -0.3, -0.1], [-0.8, 0.1, -0.1], [-0.2, -0.1, -0.1], [0.0, 1.0, 1.2], [-0.9, -0.8, -1.8], [-0.5, -0.2, 0.3], [0.6, -0.3, -0.4], [0.6, -0.5, 0.3], [0.1, 0.5, 0.2], [-0.3, -0.2, 0.0], [0.2, 0.4, -0.2], [0.2, 0.0, 0.2], [0.0, 0.2, 0.0], [0.1, -0.1, 0.1], [-0.1, 0.1, 0.0], [1.0, -0.3, -0.8], [-1.6, -0.5, 0.2], [0.2, 0.2, 0.0], [-0.1, -0.1, 0.2], [0.8, 0.4, 0.5], [-0.5, 0.2, -0.2]]
}

2.
{
  "formula": "C5H13N2O3P",
  "method": "the ωB97M-V functional and the def2-TZVPD basis",
  "total_energy_ha": -874.90265,
  "orbital_gap_ev": 9.45,
  "smiles": "CCO[P@](=O)(NC)C(=O)NC",
  "lumo_ev": 0.75,
  "symbols": ["C", "C", "C", "C", "C", "N", "N", "O", "O", "O", "P", "H", "H", "H", "H", "H", "H", "H", "H", "H", "H", "H", "H", "H"],
  "xyz": [[-1.885, 0.291, 0.413], [3.247, -1.826, 0.298], [-3.872, -0.850, -0.459], [0.731, 3.081, -0.459], [1.737, -1.752, 0.664], [-2.534, -0.262, -0.597], [0.892, 1.879, 0.312], [-2.288, 0.663, 1.479], [0.607, -0.030, -1.491], [1.261, -0.469, 0.928], [0.332, 0.326, -0.106], [3.408, -0.878, -0.220], [3.748, -1.922, 1.234], [3.333, -2.679, -0.352], [-3.758, -1.858, -0.027], [-4.365, -0.046, 0.206], [-4.429, -0.861, -1.370], [1.590, 3.831, -0.038], [1.005, 2.902, -1.523], [-0.264, 3.445, -0.120], [1.494, -2.371, 1.448], [1.129, -2.092, -0.145], [-2.018, -0.644, -1.332], [0.898, 2.125, 1.256]],
  "forces_ev_per_a": [[3.0, -0.3, 0.4], [-2.6, 1.0, 0.2], [0.0, 2.1, 2.3], [1.7, 1.6, 1.1], [0.6, -0.2, -2.3], [-1.3, -0.5, -0.4], [0.2, -2.1, -1.3], [0.0, 0.1, -0.3], [-0.5, -0.4, -1.3], [-0.7, 1.5, 1.1], [-0.6, 2.2, 1.8], [0.7, -0.3, 0.0], [1.0, 0.0, 0.3], [0.6, -0.3, -0.2], [-0.6, 0.5, 0.1], [0.2, -2.0, -0.6], [0.0, -0.1, -0.8], [-2.2, -1.5, -1.1], [-1.0, 0.3, 0.7], [0.5, 0.7, -1.5], [-0.4, -1.3, 2.2], [-0.1, -0.7, -1.0], [1.4, -0.2, -1.1], [0.0, -0.3, 1.8]]
}

3.
{
  "formula": "H8O4",
  "method": "the ωB97M-V functional and the def2-TZVPD basis",
  "total_energy_ha": -305.75290,
  "orbital_gap_ev": 10.88,
  "smiles": "O.O.O.O",
  "lumo_ev": 0.17,
  "symbols": ["O", "H", "H", "O", "H", "H", "O", "H", "H", "O", "H", "H"],
  "xyz": [[-13.096, -3.691, -15.336], [-12.774, -3.612, -14.411], [-12.505, -3.142, -15.861], [-12.348, -3.572, -12.629], [-12.413, -2.650, -12.355], [-12.416, -4.093, -11.802], [-12.406, -4.993, -10.147], [-12.304, -4.358, -9.427], [-11.824, -5.729, -9.919], [-9.893, -5.454, -12.739], [-10.304, -4.876, -13.393], [-9.884, -4.928, -11.933]],
  "forces_ev_per_a": [[0.3, 0.2, 0.4], [-0.3, -0.2, -0.5], [-0.1, -0.1, 0.0], [0.1, 0.2, 0.5], [0.0, -0.1, 0.0], [0.0, 0.0, -0.4], [0.2, 0.1, 0.2], [-0.1, -0.1, 0.0], [-0.1, 0.0, -0.1], [0.1, 0.0, 0.0], [-0.1, -0.1, 0.1], [0.0, 0.0, -0.1]]
}

4.
{
  "formula": "C4H9N2",
  "method": "the ωB97M-V functional and the def2-TZVPD basis",
  "total_energy_ha": -266.97067,
  "orbital_gap_ev": 10.73,
  "total_charge": 1,
  "lumo_ev": -4.17,
  "symbols": ["C", "C", "C", "C", "N", "N", "H", "H", "H", "H", "H", "H", "H", "H", "H"],
  "xyz": [[-1.331, 0.259, 0.945], [1.486, 1.274, -0.349], [0.593, 0.283, -0.967], [-0.400, -1.884, 0.417], [0.412, 1.569, -1.279], [-0.540, -0.476, 0.307], [-2.006, -0.144, 1.691], [-1.357, 1.326, 0.771], [1.363, 1.490, 0.706], [2.486, 1.428, -0.730], [0.739, -0.542, -1.639], [0.649, -2.133, 0.579], [-0.710, -2.350, -0.522], [-1.006, -2.283, 1.232], [-0.377, 2.183, -1.163]],
  "forces_ev_per_a": [[-0.2, -0.1, 0.2], [0.4, 0.2, 0.2], [-1.4, -1.1, 1.6], [0.0, -1.2, 0.1], [-0.1, 0.3, -0.2], [1.5, 2.0, -1.9], [0.0, -0.1, 0.0], [0.1, 0.1, -0.2], [-0.1, -0.1, 0.0], [0.0, 0.0, 0.0], [-0.1, -0.3, -0.1], [0.0, 0.0, 0.1], [0.0, 0.1, 0.1], [0.0, 0.0, 0.0], [-0.1, 0.0, 0.0]]
}

5.
{
  "formula": "C4H5NS3",
  "method": "the ωB97M-V functional and the def2-TZVPD basis",
  "total_energy_ha": -1404.69923,
  "orbital_gap_ev": 7.64,
  "lumo_ev": -1.18,
  "symbols": ["C", "C", "C", "C", "H", "H", "H", "H", "H", "N", "S", "S", "S"],
  "xyz": [[-1.084, 2.138, 0.343], [-1.411, 0.799, -0.291], [0.722, -0.754, 1.111], [1.108, -0.313, -0.261], [-1.939, 2.503, 0.936], [-0.220, 2.021, 1.017], [-0.801, 2.856, -0.418], [-2.272, 0.905, -0.953], [1.540, -1.120, 1.714], [-0.437, -0.903, 1.633], [-1.890, -0.441, 0.931], [2.651, -0.529, -0.740], [-0.090, 0.217, -1.387]],
  "forces_ev_per_a": [[0.2, -0.1, 0.7], [-0.2, 0.0, -0.1], [-0.6, 0.1, -0.2], [0.0, -0.2, 0.4], [0.3, -0.1, -0.3], [-0.3, 0.1, -0.1], [-0.1, 0.2, -0.1], [0.0, -0.1, 0.0], [0.3, 0.0, 0.0], [-0.2, 0.2, -0.4], [0.5, -0.1, 0.1], [-0.1, 0.0, 0.0], [0.0, -0.1, 0.0]]
}

6.
{
  "formula": "C7H24FeN12O9",
  "method": "the ωB97M-V functional and the def2-TZVPD basis",
  "total_energy_ha": -2879.22351,
  "orbital_gap_ev": [4.49, 4.48],
  "s_squared": 6.010,
  "multiplicity": 5,
  "lumo_ev": [-5.22, -5.23],
  "symbols": ["Fe", "C", "O", "O", "O", "C", "O", "N", "N", "H", "H", "H", "H", "C", "O", "N", "N", "H", "H", "H", "H", "C", "O", "N", "N", "H", "H", "H", "H", "C", "O", "N", "N", "H", "H", "H", "H", "C", "O", "N", "N", "H", "H", "H", "H", "C", "O", "N", "N", "H", "H", "H", "H"],
  "xyz": [[-2.851, 1.697, 1.167], [-0.758, 0.580, 0.684], [-1.171, 0.780, 1.911], [-1.746, 0.565, -0.151], [0.464, 0.537, 0.448], [-0.662, 2.548, -3.256], [-0.622, 3.029, -4.370], [-1.657, 2.800, -2.320], [0.401, 1.863, -2.748], [-1.831, 2.242, -1.490], [-2.329, 3.489, -2.611], [0.430, 1.330, -1.905], [1.061, 1.682, -3.491], [1.856, 0.914, 3.973], [2.300, 0.844, 5.121], [0.928, 1.862, 3.627], [2.324, 0.057, 3.029], [0.459, 2.327, 4.382], [0.356, 1.662, 2.803], [3.213, -0.310, 3.332], [2.192, 0.366, 2.079], [3.817, 1.297, -0.801], [5.035, 1.224, -0.982], [3.202, 2.416, -0.305], [2.999, 0.255, -1.027], [3.652, 3.279, -0.077], [2.220, 2.289, -0.144], [2.130, 0.159, -0.521], [3.483, -0.548, -1.396], [-3.388, -0.343, -3.564], [-4.013, -0.295, -4.608], [-3.982, -0.250, -2.313], [-2.063, -0.639, -3.487], [-4.975, -0.182, -2.210], [-3.306, -0.091, -1.582], [-1.475, -0.358, -2.732], [-1.682, -1.007, -4.343], [1.422, -2.854, -0.454], [2.198, -3.780, -0.676], [0.686, -2.309, -1.462], [1.409, -2.150, 0.719], [0.895, -2.646, -2.384], [0.221, -1.445, -1.264], [2.035, -2.468, 1.434], [0.939, -1.253, 0.689], [-1.857, -2.833, 3.180], [-2.058, -3.840, 3.842], [-1.761, -2.827, 1.823], [-1.648, -1.623, 3.765], [-1.859, -3.742, 1.414], [-1.455, -2.063, 1.263], [-1.387, -0.795, 3.246], [-1.790, -1.443, 4.741]],
  "forces_ev_per_a": [[2.0, -2.0, -0.1], [2.4, 0.6, 0.7], [-2.0, 1.3, 0.6], [-1.3, 0.8, -0.9], [-1.8, -0.3, -0.6], [0.5, 0.5, 0.9], [-0.6, -0.1, 0.3], [-0.5, 0.4, -0.2], [0.3, -0.3, -1.1], [0.4, 0.0, -0.7], [-0.2, -0.3, 0.0], [0.0, -0.1, 0.3], [0.3, -0.3, 0.5], [0.8, 0.2, 2.6], [-0.5, 0.2, -0.6], [-0.5, -0.3, -1.4], [-0.5, 0.2, -0.6], [0.2, -0.1, 0.2], [0.4, 0.2, 0.7], [0.0, -0.1, -0.4], [0.4, -0.3, -0.2], [2.6, 1.1, 0.6], [-1.0, 0.3, -0.2], [-0.9, -0.8, -0.1], [-0.7, -0.8, -0.5], [0.4, -0.1, 0.0], [-0.1, 0.6, 0.1], [0.3, -0.2, -0.3], [-0.3, -0.2, 0.3], [-1.3, -0.3, -0.2], [0.3, -0.2, 0.5], [1.0, 0.4, -0.2], [0.2, -0.2, -0.7], [0.0, 0.2, -0.1], [-0.7, -0.3, 0.4], [0.2, -0.1, 0.1], [0.3, 0.4, 0.1], [2.5, -0.3, -0.4], [-0.9, 0.1, 0.4], [-0.6, -0.1, 0.4], [-0.9, -0.3, -0.7], [-0.2, 0.2, -0.1], [-0.2, 0.2, -0.6], [-0.1, 0.3, 0.2], [0.6, -0.4, 0.8], [0.5, -0.4, 1.2], [-0.3, 0.3, -0.6], [-0.6, -0.9, -0.2], [0.0, 1.7, 0.0], [0.2, 0.2, -0.2], [0.2, 0.1, 0.0], [0.0, -0.4, -0.1], [0.0, -0.7, 0.1]]
}

The following energy relative to the best compared isomer or geometry (same formula, charge and spin) values (in eV) correspond, in order, to the records above: 3.555 0.442 0.716 3.500 0.920 0.125.